Here is C15H18N4O3S2 in the gas phase from the Open Molecules 2025 dataset. Energies are from ωB97M-V with the def2-TZVPD basis set.

XYZ file:
```
42
Properties=species:S:1:pos:R:3:forces:R:3
O -2.471060 -3.910350 0.066501 -0.15 -0.12 0.05
C -1.839190 -2.976107 -0.356092 0.01 0.18 -0.22
C -2.459330 -1.848620 -1.138185 -0.22 0.42 0.09
S -3.130718 -0.544594 -0.035982 -0.04 -0.17 0.00
C -1.635162 0.259144 0.602532 -0.24 -0.22 -0.08
S -0.838860 -0.420422 1.866290 0.06 -0.19 0.55
N -1.292733 1.411740 0.031994 -0.14 -0.03 -0.02
C -0.250852 2.257323 0.581053 0.26 0.52 0.38
C -0.896606 3.547291 1.104374 0.28 -0.30 0.07
O -1.614275 4.205930 0.089340 -0.04 0.24 -0.08
C -2.619879 3.380351 -0.444206 0.00 -0.26 -0.28
C -2.021888 2.087697 -1.017929 -0.41 0.49 -0.26
N -0.477086 -2.921131 -0.127232 0.25 -0.69 0.17
C 0.471904 -1.983986 -0.418947 0.52 0.45 -0.21
N 0.217043 -1.006359 -1.288725 -0.11 -0.20 -0.20
C 1.142776 -0.079466 -1.419112 0.27 0.01 0.24
C 2.331377 -0.091220 -0.694308 -0.44 -0.25 -0.05
C 2.552976 -1.231932 0.097117 -0.18 0.32 -0.32
N 1.632898 -2.169231 0.209808 -0.04 -0.42 0.25
C 3.836704 -1.408690 0.836978 0.11 0.09 0.20
C 4.471081 -0.056645 1.148288 0.11 -0.15 -0.14
C 4.618483 0.770607 -0.127376 0.10 0.29 0.14
C 3.275460 1.035102 -0.764320 0.26 -0.08 0.07
O 2.977685 2.088323 -1.284681 -0.01 0.07 -0.06
H -3.351370 -2.220867 -1.641617 0.08 -0.07 0.07
H -1.760234 -1.386638 -1.830560 -0.24 -0.19 -0.01
H 0.465466 2.498149 -0.210416 0.00 -0.02 0.01
H 0.257134 1.730186 1.388878 -0.05 0.07 -0.17
H -1.564509 3.299843 1.943641 0.06 0.03 -0.04
H -0.129815 4.244828 1.442770 -0.03 -0.09 0.05
H -3.356138 3.120945 0.331953 0.02 0.03 -0.06
H -3.108178 3.957488 -1.230270 -0.04 -0.08 0.04
H -1.315326 2.340739 -1.814866 -0.05 -0.01 -0.01
H -2.810102 1.445822 -1.407965 0.17 0.11 0.00
H -0.136043 -3.644499 0.500141 -0.16 0.15 -0.11
H 0.938007 0.708507 -2.132279 0.07 0.15 -0.01
H 3.647725 -1.984018 1.743477 -0.01 -0.03 -0.07
H 4.509140 -1.999845 0.206412 0.02 -0.03 0.02
H 5.449708 -0.203750 1.607256 -0.05 0.04 0.04
H 3.843551 0.483470 1.860953 0.02 0.01 0.06
H 5.111892 1.723672 0.068621 -0.05 -0.02 -0.10
H 5.224096 0.220789 -0.855061 0.03 -0.01 -0.03
```
Positions in Å, forces in eV/Å.

**Maximum force**: 0.75 eV Å⁻¹
**SMILES**: O=C(CSC(=S)N1CCOCC1)Nc1ncc2c(n1)CCCC2=O
**LUMO**: -0.156 eV
**HOMO**: -0.3007 Eh
**Kohn-Sham gap**: 8.0 eV

Atomic partial charges in e from the Mulliken method, atoms 1 to 6: number 1, O, carries -0.603; number 2, C, carries 0.350; number 3, C, carries -0.452; number 4, S, carries -0.208; number 5, C, carries 0.493; number 6, S, carries -0.336



Here is C3H4F2S in the gas phase at a distorted geometry from the Open Molecules 2025 dataset. Energies are from ωB97M-V with the def2-TZVPD basis set.

XYZ file:
```
10
Properties=species:S:1:pos:R:3:forces:R:3
C -0.317632 -0.806068 0.912851 -3.34 0.40 -2.44
C 0.075490 -0.320254 -0.432641 1.87 2.53 -1.61
F -0.683283 -0.735834 -1.463814 -0.72 -0.36 0.03
F 1.327692 -0.846819 -0.684769 0.01 0.36 -0.14
C 0.223178 1.479580 -0.767412 0.26 -4.82 6.41
S 0.499036 2.389791 0.505908 0.00 0.42 -0.71
H 0.399846 -0.574740 1.562166 2.75 1.76 2.77
H -0.306707 -1.874446 0.980993 -0.66 -0.75 -0.58
H -1.283321 -0.317017 1.123924 0.34 -0.60 0.48
H 0.065701 1.605807 -1.737206 -0.52 1.07 -4.21
```
Positions in Å, forces in eV/Å.

**Maximum force**: 8.02 eV Å⁻¹
**SMILES**: CC(F)(F)C=S
**LUMO**: -0.650 eV
**HOMO**: -0.3309 Eh
**Kohn-Sham gap**: 8.4 eV

Atomic partial charges in e from the Mulliken method, atoms 1 to 6: number 1, C, carries -1.296; number 2, C, carries 0.868; number 3, F, carries -0.286; number 4, F, carries -0.287; number 5, C, carries -0.332; number 6, S, carries -0.202



Q: Which value of LUMO does entry 2 give?
A: -0.650 eV



Q: What is the Kohn-Sham gap in the first record?
A: 8.0 eV